(1)
Molecular formula: C7H14S
Method: DFT, the ωB97M-V functional and the def2-TZVPD basis

Its relative energy (zero: lowest compared OMol25 entry of this formula, charge and spin) is 267.7 kJ/mol. The total charge is 0.

Last column: natural (NBO) charge in e.
Geometry (Å):
S (-1.00665, 1.95557, 0.71051)  -0.03
C (-0.19011, -0.37731, -0.69259)  -0.08
C (-0.89085, 0.03548, -2.00937)  -0.61
C (0.50799, -1.67910, -0.67262)  -0.25
C (-0.77823, -1.45984, 0.06638)  -0.41
C (0.26572, 0.83320, 0.15102)  -0.34
C (1.23393, 0.54282, 1.35381)  -0.62
C (1.78213, -1.94232, 0.09428)  -0.59
H (2.33759, -2.97791, -0.30936)  0.23
H (-0.62169, -1.28288, 1.13320)  0.20
H (-0.36719, 0.60917, -2.73739)  0.21
H (0.89747, 1.47171, -0.53633)  0.23
H (1.67434, -1.82048, 1.17771)  0.21
H (-1.83992, 1.13594, 1.51003)  0.13
H (-1.17673, -0.80171, -2.66347)  0.21
H (2.28896, 0.43104, 0.93572)  0.22
H (0.48972, -2.34922, -1.50228)  0.23
H (0.91765, -0.39773, 1.87729)  0.20
H (-1.77145, -2.02743, -0.21280)  0.22
H (-1.88194, 0.52280, -1.77762)  0.22
H (2.48406, -0.90504, -0.13355)  0.19
H (1.09199, 1.38507, 2.12525)  0.24

Forces on the atoms, in the same order (eV/Å):
S -1.79 -0.22 0.49
C -0.73 2.32 -1.96
C -1.88 -0.74 0.52
C 0.75 -1.09 1.19
C -2.53 -2.21 0.79
C 2.20 -0.05 -0.28
C -0.29 0.42 0.53
C 3.35 1.23 -1.62
H -1.43 2.96 1.44
H -0.46 -0.59 -0.14
H 0.94 1.09 0.07
H -0.90 -0.32 0.56
H 0.20 -1.08 -0.44
H 1.19 0.59 -0.96
H 0.09 -0.46 0.72
H -1.40 0.42 1.24
H -0.53 0.24 -0.92
H 0.47 1.09 -0.31
H 2.14 1.39 0.46
H 1.14 -0.16 -0.18
H -1.21 -3.63 0.16
H 0.70 -1.21 -1.34


(2)
Molecular formula: C4H10N2O
Method: DFT, the ωB97M-V functional and the def2-TZVPD basis

Its relative energy (zero: lowest compared OMol25 entry of this formula, charge and spin) is 273.6 kJ/mol. The total charge is 0.

Last column: natural (NBO) charge in e.
Geometry (Å):
O (-1.63917, 0.72742, 0.66976)  -0.73
N (1.64293, 0.66024, 0.35014)  -0.42
N (0.69064, 0.77416, -1.79693)  -0.68
C (2.85151, 0.59168, 0.64995)  0.00
C (-1.97808, -0.44146, -0.05383)  -0.06
C (-1.18096, -1.60654, 0.51136)  -0.63
C (0.96257, 1.25002, -0.66214)  0.27
H (-3.06153, -0.63783, 0.04417)  0.15
H (3.14101, -0.00658, 1.50728)  0.17
H (-1.49887, -2.54071, 0.05444)  0.21
H (-2.01538, 1.48799, 0.19667)  0.47
H (0.48401, 2.18414, -0.37534)  0.17
H (3.65533, 1.09414, 0.10946)  0.15
H (1.14146, -0.11808, -1.99603)  0.33
H (-0.12271, -1.44777, 0.32007)  0.21
H (-1.33160, -1.66145, 1.58884)  0.21
H (-1.74115, -0.30937, -1.11791)  0.17

Forces on the atoms, in the same order (eV/Å):
O -0.14 0.66 -0.10
N -0.09 -0.86 0.95
N -0.07 -0.04 -0.81
C 0.36 0.15 -0.15
C -0.29 -0.45 -0.18
C -0.16 0.42 -0.05
C -0.28 0.61 -0.31
H 0.28 0.00 -0.08
H 0.04 -0.02 0.13
H -0.01 -0.08 -0.03
H 0.17 -0.38 0.29
H 0.09 0.10 0.07
H 0.01 0.08 -0.19
H 0.06 -0.02 0.27
H 0.10 -0.05 0.03
H 0.00 -0.07 0.03
H -0.06 -0.03 0.11


(3)
Molecular formula: C5H12NO
Method: DFT, the ωB97M-V functional and the def2-TZVPD basis

Its relative energy (zero: lowest compared OMol25 entry of this formula, charge and spin) is 160.7 kJ/mol. The total charge is +1.

Last column: natural (NBO) charge in e.
Geometry (Å):
O (1.50014, 3.07425, 2.41620)  -0.97
N (-0.80457, 0.76775, 0.12831)  -0.40
C (0.14215, 1.60745, -0.05969)  0.11
C (-0.14507, -1.79292, -2.19207)  -0.59
C (-1.43505, -1.32089, 0.91897)  -0.32
C (-0.76089, -0.68239, -0.03017)  0.13
C (0.36465, -1.25908, -0.83026)  -0.46
H (1.92994, 2.66431, 3.16992)  0.49
H (2.10236, 3.73893, 2.07297)  0.48
H (0.83751, -2.04717, -0.24832)  0.25
H (-0.84140, -2.62275, -2.09845)  0.22
H (-0.58970, -0.95140, -2.71109)  0.21
H (1.16787, 1.26763, -0.12616)  0.24
H (-0.08026, 2.60221, 0.30010)  0.24
H (0.70291, -2.20758, -2.73793)  0.23
H (-2.23687, -0.95436, 1.54535)  0.23
H (-1.60773, 1.07507, 0.67323)  0.44
H (-1.40819, -2.40333, 0.87456)  0.24
H (1.16219, -0.55572, -1.06548)  0.22

Forces on the atoms, in the same order (eV/Å):
O -0.38 -0.24 -0.45
N 0.29 -0.59 -0.19
C -0.41 -0.07 1.98
C 0.63 -0.16 0.52
C -1.09 -1.19 -1.18
C 1.31 1.05 1.89
C -0.38 -0.65 -0.95
H 0.16 0.10 0.11
H 0.17 0.08 0.20
H -0.09 -0.07 0.03
H -0.29 0.21 0.20
H -0.14 -0.17 -0.46
H -0.08 0.09 -1.08
H 0.26 0.28 -0.38
H -0.04 0.31 -0.21
H 0.24 0.54 0.09
H -0.31 0.31 -0.62
H 0.28 -0.04 0.28
H -0.14 0.24 0.23


(4)
Molecular formula: C31H31F6N4OS
Method: DFT, the ωB97M-V functional and the def2-TZVPD basis

The total charge is +1.

Last column: Löwdin charge in e.
Geometry (Å):
S (3.72601, -2.13776, 1.62939)  0.80
F (-2.88629, -3.96089, 4.45665)  0.12
F (-3.72342, -4.15099, 2.42627)  0.12
F (-0.56445, -5.08086, -1.36641)  0.13
F (1.27087, -3.86645, -1.27730)  0.11
F (1.27813, -5.93515, -0.51537)  0.12
F (-2.80706, -5.89821, 3.40613)  0.12
O (3.59360, -3.17203, -2.91913)  -0.08
N (3.59538, -1.08412, 4.04880)  0.00
N (1.70725, -2.28822, 3.48694)  0.07
N (9.35298, 1.75739, -1.68030)  -0.05
N (5.98491, 0.86421, 1.87396)  -0.01
C (9.52978, 5.29156, -0.45913)  -0.05
C (4.19224, -2.07816, -2.38087)  -0.24
C (7.77016, 3.16199, -0.85101)  -0.14
C (3.54024, -0.82985, -2.57816)  0.02
C (4.81309, 0.51611, 2.63456)  -0.39
C (7.27029, 4.36201, -0.37074)  -0.03
C (9.13058, 3.05775, -1.20023)  -0.15
C (10.61968, 1.24529, -2.16882)  0.02
C (0.79444, -3.06066, 2.74315)  -0.20
C (-1.06758, -4.64923, 1.35351)  0.06
C (-0.43130, -3.41256, 3.34172)  0.07
C (4.25821, 1.86777, 3.17930)  -0.11
C (-1.35280, -4.18164, 2.63396)  -0.10
C (2.97857, -1.85792, 3.09814)  -0.70
C (10.03319, 4.09161, -1.00138)  0.01
C (5.26466, 0.28195, -1.25860)  -0.22
C (7.15770, 1.85680, -1.09066)  -0.12
C (-2.68804, -4.54001, 3.23945)  -0.51
C (5.23507, 2.95676, 2.69508)  -0.15
C (4.94091, -0.50378, 3.77111)  -0.17
C (8.16004, 5.43479, -0.17360)  -0.05
C (1.05786, -3.48132, 1.44621)  0.00
C (8.19781, 1.03843, -1.60301)  0.08
C (4.14469, -4.48311, -2.63743)  -0.04
C (5.84610, 1.50367, -0.75932)  0.09
C (6.46424, 2.19209, 2.19420)  -0.21
C (5.89974, -0.96279, -1.08391)  -0.06
C (0.14581, -4.28657, 0.77284)  -0.09
C (4.05534, 0.30993, -2.01094)  0.00
C (5.37630, -2.13268, -1.60069)  -0.01
C (0.51747, -4.78933, -0.59543)  -0.50
H (5.14542, -4.58168, -3.08433)  0.10
H (11.38375, 2.00068, -1.98077)  0.09
H (4.22757, 1.84575, 4.27740)  0.11
H (5.67538, -1.28846, 3.52418)  0.11
H (5.18620, 2.29597, -0.41341)  0.14
H (6.69440, 0.15180, 1.74140)  0.13
H (7.27118, 2.12560, 2.95529)  0.13
H (11.08857, 3.94530, -1.22315)  0.11
H (-1.76868, -5.27101, 0.81271)  0.14
H (10.20818, 6.11983, -0.25707)  0.11
H (10.86850, 0.31813, -1.64023)  0.11
H (3.44493, -5.17552, -3.11387)  0.10
H (7.78294, 6.38225, 0.22057)  0.11
H (-0.65127, -3.07756, 4.35474)  0.13
H (10.58474, 1.02380, -3.24559)  0.11
H (4.12500, 0.08376, 1.88884)  0.05
H (1.37450, -1.93823, 4.38672)  0.15
H (3.24400, 2.01832, 2.79153)  0.11
H (2.65723, -0.82405, -3.21592)  0.13
H (4.18208, -4.66748, -1.55357)  0.10
H (3.37855, -1.26926, 5.03251)  0.15
H (6.20169, 4.45412, -0.18500)  0.12
H (8.12035, 0.03012, -1.98287)  0.14
H (1.97934, -3.18747, 0.92294)  0.00
H (5.89216, -3.08641, -1.44191)  0.12
H (5.51378, 3.67621, 3.46955)  0.11
H (5.26321, 0.01913, 4.68497)  0.13
H (4.77118, 3.50850, 1.86926)  0.10
H (6.85048, -0.99759, -0.54324)  0.11
H (3.57785, 1.27325, -2.19502)  0.13
H (6.88415, 2.73641, 1.33991)  0.07

Forces on the atoms, in the same order (eV/Å):
S 0.26 -0.40 0.30
F 0.15 -0.47 -0.97
F 0.96 -0.38 0.80
F 0.90 0.20 0.62
F -0.61 -0.87 0.47
F -0.65 1.03 -0.18
F 0.05 1.29 -0.12
O 0.65 0.48 0.41
N 0.67 -0.15 0.07
N 1.07 0.49 -0.14
N -1.68 -1.06 0.19
N 0.62 0.30 -0.89
C 0.02 -0.63 -0.27
C -0.09 -0.26 0.43
C 0.49 -0.10 -0.18
C 0.35 -0.87 -0.22
C -1.36 0.42 -0.20
C 0.39 0.72 -0.06
C -0.47 0.17 0.31
C 0.31 -0.29 -0.20
C -0.38 -0.23 0.08
C 0.39 0.12 -0.19
C 0.21 0.01 -0.24
C 0.12 -0.23 -0.06
C 0.21 0.17 0.18
C -0.75 -0.02 0.42
C -0.15 0.52 0.30
C -0.60 -0.84 0.05
C -0.05 0.18 0.90
C -0.82 -0.39 0.20
C -0.11 -0.24 -0.11
C -0.10 -0.25 0.17
C -0.29 -0.53 -0.09
C 0.24 -0.19 -0.78
C 0.83 1.25 -0.37
C -0.17 0.45 -0.13
C 0.63 -0.20 -1.46
C 0.89 0.39 0.76
C 0.24 0.33 -0.16
C -0.56 -0.03 0.45
C 0.40 0.31 0.48
C -0.39 -0.28 -0.57
C 0.32 -0.26 -0.71
H -0.30 0.00 0.13
H -0.05 -0.28 -0.06
H -0.17 -0.01 -0.30
H -0.34 0.11 0.08
H 0.04 -0.10 -0.02
H -0.21 0.10 0.25
H -0.39 0.35 -0.12
H -0.22 0.31 0.06
H -0.05 0.04 0.06
H -0.17 -0.24 -0.12
H 0.04 0.29 -0.05
H 0.26 0.13 0.17
H 0.17 -0.36 -0.17
H -0.05 -0.10 -0.23
H -0.10 0.23 0.33
H 0.08 0.42 0.70
H 0.13 -0.20 -0.53
H 0.22 0.14 0.30
H 0.16 0.10 0.26
H -0.04 0.08 -0.31
H 0.05 0.21 -0.67
H 0.24 0.17 0.16
H 0.23 0.07 0.05
H -0.87 -0.31 0.54
H -0.28 0.49 0.00
H -0.17 -0.09 -0.13
H -0.08 -0.36 -0.21
H 0.16 0.03 0.09
H -0.49 -0.09 0.07
H -0.01 -0.27 0.11
H 0.06 -0.53 0.26


Let's list E_HOMO in order: -8.943, -9.420, -14.412, -10.483 eV.
Let's list gap between HOMO and LUMO in order: 9.808, 10.288, 9.242, 6.063 eV.
Let's list lowest unoccupied orbital energy in order: 0.86, 0.87, -5.17, -4.42 eV.